(1)
Formula: C3H12N2O
Source: the Open Molecules 2025 dataset
Level of theory: ωB97M-V/def2-TZVPD

As for the spin multiplicity: 1. The relative energy (zero: lowest compared OMol25 entry of this formula, charge and spin) comes out at 0.496 eV. For the HOMO-LUMO gap, the calculation gives 9.6 eV. As for the structure (SMILES): NCCCN.O. The net charge is 0.

Structure (XYZ):
```
18
Properties=species:S:1:pos:R:3:nbo_charge:R:1
N 0.5270 1.3446 1.1199 -0.83
C -0.2858 1.5839 -0.0973 -0.22
C 0.2785 0.9439 -1.3494 -0.42
C -0.7035 0.9926 -2.5147 -0.20
N -0.2121 0.4951 -3.7474 -0.88
H 1.1505 0.5561 0.9607 0.35
H 1.0802 2.1724 1.3012 0.35
H -0.3983 2.6574 -0.2288 0.19
H -1.2667 1.1525 0.0730 0.17
H 1.1793 1.4318 -1.7076 0.19
H 0.5797 -0.0952 -1.1618 0.19
H -1.0539 2.0215 -2.5841 0.17
H -1.6136 0.4183 -2.2952 0.19
H -0.4844 -0.4050 -4.0837 0.37
H 0.5845 0.8743 -4.2243 0.37
O 0.1992 -4.4400 5.6665 -0.93
H -0.0230 -3.6012 5.2172 0.47
H 0.3515 -5.0299 4.9162 0.47
```

***

(2)
Formula: C5H5NO
Source: the Open Molecules 2025 dataset
Level of theory: ωB97M-V/def2-TZVPD

As for the spin multiplicity: 1. The relative energy (zero: lowest compared OMol25 entry of this formula, charge and spin) comes out at 2.633 eV. For the HOMO-LUMO gap, the calculation gives 11.0 eV. The net charge is 0.

Structure (XYZ):
```
12
Properties=species:S:1:pos:R:3:nbo_charge:R:1
N -0.7517 -2.7732 -0.5660 -0.30
C -0.9929 -1.6711 -0.3156 0.25
C -1.1326 -0.2420 0.0270 0.00
O -0.6306 0.0079 1.3547 -0.48
C 0.3886 0.8566 0.8177 0.10
C 1.2671 0.1254 -0.1384 -0.44
C -0.0632 0.6588 -0.5955 -0.27
H -2.1664 0.1038 -0.0938 0.23
H 0.6630 1.7351 1.3939 0.21
H 2.1383 0.6640 -0.4980 0.23
H 1.3940 -0.9510 -0.0322 0.24
H -0.2228 1.3610 -1.4046 0.24
```

***

(3)
Formula: C36H57BrCdCl2N7O6SSi
Source: the Open Molecules 2025 dataset
Level of theory: ωB97M-V/def2-TZVPD

As for the spin multiplicity: 1. For the HOMO-LUMO gap, the calculation gives 7.8 eV. The net charge is -1.

Structure (XYZ):
```
112
Properties=species:S:1:pos:R:3:mulliken_charge:R:1
Cd -0.0604 -0.0853 -0.9848 3.38
Cl 1.4313 4.3722 -1.8305 -0.19
C -0.2258 4.3568 -1.2860 -0.09
C -0.7366 5.4646 -0.7159 -0.29
C -2.0022 5.4344 -0.1255 -0.70
C -2.7691 4.3251 -0.2291 -0.49
C -2.3323 3.2506 -0.9627 0.42
Cl -3.5184 1.9947 -1.2648 -0.15
C -1.0463 3.2028 -1.4358 -0.65
S -0.5941 1.8087 -2.4213 -0.18
H -0.1551 6.3693 -0.7665 0.45
H -2.4577 6.3155 0.3050 0.38
H -3.7804 4.3530 0.1774 0.37
C -2.8176 -1.2045 -2.1097 -0.72
N -2.3415 -2.4798 -2.5423 0.12
C -2.8788 -3.0843 -3.7101 -0.67
C -1.8638 -4.1030 -4.1505 -0.62
N -0.7967 -4.0510 -3.0481 -0.06
C 0.4446 -4.6364 -3.4260 -0.99
C -1.0742 -2.9913 -2.2070 -0.11
N -0.3483 -2.4866 -1.2407 -0.24
C 0.8967 -3.0618 -0.8599 -1.61
C 1.5374 -2.2641 0.2890 -0.36
N 1.9415 -0.9723 -0.2444 1.07
C 3.1819 -0.6547 -0.1884 -1.40
N 4.1588 -1.2660 0.6603 0.14
C 3.8805 -0.9763 2.0638 -0.66
C 5.4539 -0.7837 0.2080 -0.69
C 5.1462 0.5537 -0.5269 -0.62
N 3.7853 0.3735 -0.9149 0.20
C 2.9661 1.2515 -1.6992 -0.11
H -3.8134 -1.1169 -2.5409 0.56
H -2.2381 -0.3937 -2.5750 0.14
H -2.8409 -1.0804 -1.0450 -0.14
H -3.1100 -2.4000 -4.5071 0.43
H -3.7661 -3.5998 -3.4248 0.40
H -1.3906 -3.8374 -5.1129 0.29
H -2.1791 -5.1741 -4.1903 0.39
H 1.0367 -5.0179 -2.5756 0.37
H 1.0679 -3.9648 -4.0381 0.27
H 0.3164 -5.4575 -4.1501 0.37
H 1.6491 -3.0450 -1.6966 0.42
H 0.7704 -4.0714 -0.5842 0.84
H 2.3424 -2.8961 0.6018 0.74
H 0.8247 -2.1701 1.0827 -0.81
H 2.8356 -0.8372 2.2528 -0.12
H 4.4115 -0.1078 2.4725 0.45
H 4.2271 -1.8185 2.6444 0.35
H 5.8996 -1.6088 -0.3992 0.34
H 6.0908 -0.5404 1.0409 0.44
H 5.6559 0.7555 -1.4587 0.46
H 5.2175 1.4708 0.1636 0.23
H 3.6100 1.7979 -2.4273 0.38
H 2.4401 1.9822 -1.0667 0.10
H 2.2347 0.5875 -2.2391 -0.42
C 0.6766 2.6735 1.5712 -1.28
C 0.4665 2.5250 3.0394 2.63
C 1.7555 2.6837 3.8889 -1.74
C -0.6651 3.4330 3.4414 -1.59
O 0.0318 1.1968 3.3924 -0.07
Si -0.8721 0.0363 2.6271 -3.11
O -0.7207 0.0068 1.0813 2.99
O -0.3623 -1.4163 3.2774 -0.14
C 0.0366 -1.9255 4.5424 1.69
C -1.1404 -1.7185 5.5430 -1.47
C 1.3272 -1.2945 4.9723 -1.06
C 0.1022 -3.4360 4.3729 -1.65
O -2.3974 0.3187 3.2960 -0.13
C -3.7261 0.1721 2.7068 1.97
C -4.6264 -0.5668 3.7412 -1.92
C -4.2491 1.5563 2.4103 -1.43
C -3.6965 -0.7303 1.4946 -0.74
H 0.7553 3.7040 1.2379 0.49
H -0.1430 2.2829 1.0172 -0.50
H 1.4656 2.1241 1.1059 0.22
H 2.1817 3.6750 3.6346 0.42
H 2.4250 1.8634 3.5864 0.16
H 1.5999 2.6496 4.9542 0.38
H -0.3670 4.4624 3.6107 0.45
H -1.1812 3.0288 4.3014 0.34
H -1.3676 3.5079 2.5977 0.07
H -1.2613 -0.6353 5.6896 0.21
H -0.9557 -2.1658 6.4974 0.56
H -2.0484 -2.0142 5.0612 0.13
H 1.2851 -0.2566 4.7601 0.04
H 2.2146 -1.8357 4.4958 0.09
H 1.4512 -1.4221 6.0895 0.42
H -0.8817 -3.8305 4.1440 0.38
H 0.5289 -3.9110 5.3150 0.32
H 0.8059 -3.6780 3.5390 0.24
H -4.8710 -0.0308 4.6249 0.42
H -4.0557 -1.4360 4.0515 0.35
H -5.6065 -0.8250 3.3200 0.36
H -4.0482 2.2096 3.3189 0.31
H -5.2746 1.5175 2.0820 0.48
H -3.6020 2.0469 1.6094 -0.10
H -3.3720 -1.7722 1.8114 0.25
H -2.9308 -0.4261 0.7424 -0.90
H -4.6530 -0.8352 1.0059 0.65
Br 0.6580 1.6707 -9.5219 -0.26
C 1.2542 1.5017 -7.7033 0.36
C 2.1974 2.4191 -7.2443 -0.36
N 2.5592 2.3440 -5.9609 -0.65
C 1.8988 1.5093 -5.1525 0.55
C 0.9508 0.5664 -5.5412 0.42
C 0.6574 0.5735 -6.9120 -0.63
C 0.3671 -0.5328 -4.6075 -0.42
O -0.3871 -1.3511 -5.1437 -0.75
O 0.7907 -0.5184 -3.4483 -0.59
H 2.6476 3.1430 -7.9799 0.28
H 2.1175 1.5928 -4.0574 0.14
H -0.0629 -0.2114 -7.3683 0.31
```

***

(4)
Formula: C32H31MnN6O3PS2
Source: the Open Molecules 2025 dataset
Level of theory: ωB97M-V/def2-TZVPD

As for the spin multiplicity: 2. The relative energy (zero: lowest compared OMol25 entry of this formula, charge and spin) comes out at 0.000 eV. For the HOMO-LUMO gap (alpha / beta), the calculation gives 7.1 / 6.9 eV. The net charge is 0.

Structure (XYZ):
```
76
Properties=species:S:1:pos:R:3:mulliken_charge:R:1
Mn 0.1342 0.5065 -0.2332 0.33
O 2.3107 -0.4661 1.3745 -0.87
C 1.2886 -0.7867 0.7558 1.30
C 1.0051 -2.2616 0.5940 0.04
C 1.2664 -3.2298 1.5532 -0.73
C 0.9600 -4.5544 1.2848 -0.89
C 0.4230 -4.9163 0.0516 -0.67
C 0.1970 -3.9565 -0.9246 -1.10
C 0.4845 -2.6263 -0.6462 0.02
P 0.3040 -1.1689 -1.7184 2.61
C 1.8905 -1.0919 -2.6398 -0.71
C 3.0548 -1.7056 -2.1855 0.14
C 4.2738 -1.4526 -2.8070 -0.82
C 4.3443 -0.5814 -3.8828 -0.46
C 3.1874 0.0384 -4.3432 -0.85
C 1.9730 -0.2130 -3.7247 -0.13
C -0.8501 -1.6293 -3.0523 0.40
C -0.5178 -2.5757 -4.0233 -0.55
C -1.4194 -2.9028 -5.0226 -0.79
C -2.6626 -2.2824 -5.0646 -0.50
C -2.9977 -1.3352 -4.1101 -0.90
C -2.0937 -1.0069 -3.1074 -0.07
H 1.7000 -2.9329 2.4999 0.53
H 1.1356 -5.3147 2.0360 0.40
H 0.1808 -5.9527 -0.1470 0.43
H -0.2186 -4.2437 -1.8826 0.47
H 3.0135 -2.3792 -1.3382 0.43
H 5.1695 -1.9401 -2.4438 0.43
H 5.2938 -0.3873 -4.3648 0.40
H 3.2327 0.7141 -5.1884 0.44
H 1.0717 0.2688 -4.0909 0.50
H 0.4578 -3.0479 -4.0018 0.45
H -1.1538 -3.6388 -5.7708 0.41
H -3.3677 -2.5381 -5.8455 0.39
H -3.9649 -0.8501 -4.1415 0.43
H -2.3576 -0.2690 -2.3595 0.21
C -0.8304 4.2251 -3.1465 -0.67
O 0.4803 3.9194 -2.6367 -0.49
C 0.5394 2.8517 -1.8506 0.67
O -0.4148 2.1385 -1.5832 -0.58
N 1.7860 2.6536 -1.3544 -0.48
N 1.9927 1.4357 -0.6928 -0.17
H -0.6971 5.1010 -3.7719 0.28
H -1.5108 4.4399 -2.3255 0.29
H -1.2126 3.3888 -3.7273 0.28
H 2.5621 3.1448 -1.7692 0.31
H 2.4273 1.5674 0.2168 0.47
H 2.5773 0.8166 -1.2509 0.19
N -1.6067 2.9798 5.8460 -0.27
C -1.4659 3.8619 4.8455 -0.56
S -1.8057 5.4630 4.9651 -0.31
C -0.9502 3.2462 3.5923 0.89
C 0.2232 2.5060 3.5979 -0.53
C 0.6173 1.8640 2.4373 -0.58
N -0.0946 1.9131 1.3092 0.40
C -1.2004 2.6708 1.2971 -0.61
C -1.6540 3.3611 2.4025 -0.91
H -1.9872 3.2999 6.7215 0.22
H -1.5601 1.9885 5.6601 0.16
H 0.8172 2.4113 4.4976 0.53
H 1.4978 1.2321 2.4130 0.52
H -1.7630 2.6703 0.3744 0.49
H -2.5639 3.9421 2.3555 0.43
C 0.0944 -0.9583 4.8557 -1.14
C -1.1513 -0.6193 4.0922 0.94
C -2.3516 -0.3214 4.7256 -0.97
C -3.4230 -0.0186 3.8960 -0.34
N -3.3359 0.0085 2.5771 -0.56
C -2.1336 -0.2894 2.0441 0.18
S -2.0137 -0.3144 0.3048 -0.58
N -1.0452 -0.6025 2.7673 0.04
H -0.1206 -1.1915 5.8982 0.46
H 0.7915 -0.1177 4.8227 0.17
H 0.5942 -1.8041 4.3866 0.15
H -2.4604 -0.3709 5.8015 0.60
H -4.3971 0.2170 4.3160 0.40
```